Entry 1:
Density functional theory data (ωB97M-V/def2-TZVPD) for a structure of composition C58H60F2N5OP2PbSSi.

Calculated values
- orbital gap (eV) = 5.4

Structure (ORCA input):
```
! RIJCOSX wB97M-V def2-TZVPD def2/J DEFGRID3
* xyz 1 1
Pb -0.80 0.65 -0.14
S 5.76 -4.08 -0.01
P 0.40 -1.71 -1.25
P 2.23 -0.43 0.56
Si -4.25 1.11 -0.78
F -0.24 1.22 -2.73
F -3.13 9.10 1.24
O -1.52 -0.89 1.43
N -0.16 3.59 1.04
N -0.99 1.43 2.54
N -2.70 0.75 -1.48
N 1.96 -1.67 -0.58
N -1.54 0.46 3.31
C -1.66 3.71 1.04
C -2.62 -1.66 3.36
C 3.70 0.70 -1.51
C 4.25 -1.61 2.22
C 6.22 -3.81 -1.73
C -1.88 5.88 2.26
C -1.05 0.69 -4.96
C 0.06 -4.37 -2.13
C 1.55 -1.55 -3.82
C 2.97 -2.70 -0.88
C -4.13 1.03 1.09
C -5.58 -0.13 -1.23
C 4.54 1.19 0.68
C -2.06 5.15 1.09
C -0.15 -3.42 -1.13
C -0.86 -1.01 -3.58
C -2.99 7.10 0.02
C -2.17 1.33 -5.70
C -0.86 -6.07 -0.70
C -1.23 0.50 -3.45
C -0.29 -5.69 -1.91
C -2.58 0.79 -2.84
C -2.78 7.80 1.19
C 0.30 -1.25 -5.89
C 1.90 3.33 2.15
C 2.56 3.93 1.10
C 2.94 -3.91 0.06
C 0.48 -1.41 -3.03
C -3.21 -2.70 2.63
C -2.24 7.22 2.32
C -1.86 -0.62 2.63
C -0.75 -3.80 0.08
C 5.50 2.02 0.12
C -3.59 1.04 -3.72
C 4.66 1.53 -2.07
C 3.72 -2.50 4.38
C 0.48 4.15 -0.02
C -3.37 1.39 -5.11
C 1.84 4.31 -0.03
C -0.91 -0.85 -5.13
C 4.64 -2.25 3.38
C 2.39 -2.11 4.23
C 2.92 -1.22 2.05
C 0.36 2.17 4.49
C -4.10 -3.62 4.66
C 2.00 -1.47 3.07
C 1.46 -1.48 -5.28
C -1.09 -5.12 0.29
C -2.78 -1.62 4.74
C 0.53 3.11 2.10
C -3.95 -3.67 3.28
C 3.63 0.51 -0.13
C -0.13 2.23 3.07
C 5.57 2.18 -1.25
C -3.51 -2.60 5.39
C -2.62 5.77 -0.02
C 4.12 -4.84 -0.21
C -4.77 2.87 -1.22
H -1.66 -1.64 -3.17
H 0.50 -4.07 -3.07
H 2.35 -1.72 -5.85
H -1.55 -5.41 1.23
H 6.33 2.82 -1.68
H 3.96 -2.22 -0.84
H 4.70 1.66 -3.14
H 1.21 1.49 4.58
H -2.01 1.67 -6.71
H 0.96 -1.17 2.94
H -4.37 3.18 -2.18
H 2.99 0.20 -2.15
H 5.67 -2.56 3.49
H -5.85 2.98 -1.26
H -5.05 1.48 1.47
H -6.29 -0.23 -0.41
H 5.64 -3.01 -2.19
H -4.22 1.79 -5.66
H 4.50 1.06 1.75
H -5.13 -1.11 -1.40
H 0.66 3.15 4.85
H -1.47 5.41 3.14
H -3.30 1.57 1.55
H 6.11 -4.72 -2.31
H 4.03 -3.00 5.29
H 4.06 -5.25 -1.22
H 2.45 2.96 3.01
H -1.13 -7.10 -0.53
H -0.09 1.17 -5.15
H -0.44 1.78 5.12
H 7.27 -3.52 -1.74
H -4.41 -4.46 2.71
H -2.78 5.20 -0.92
H -3.43 7.60 -0.83
H 4.08 -5.68 0.48
H 2.95 -3.59 1.10
H -6.15 0.12 -2.12
H -4.41 3.57 -0.46
H -1.83 -1.27 -5.56
H -2.02 3.14 1.90
H 1.67 -2.31 5.01
H -0.13 -6.43 -2.68
H -4.59 1.14 -3.36
H 4.97 -1.44 1.43
H 6.21 2.52 0.76
H -0.16 4.48 -0.82
H 2.83 -3.06 -1.90
H 0.23 -1.30 -6.96
H -2.02 3.22 0.13
H 2.31 4.74 -0.90
H 3.63 4.07 1.14
H -0.93 -3.05 0.84
H -3.62 -2.56 6.46
H -4.67 -4.38 5.16
H -3.08 -2.72 1.56
H -2.11 7.81 3.22
H 2.51 -1.80 -3.40
H -4.10 0.01 1.45
H -2.32 -0.81 5.29
H 2.02 -4.47 -0.10
*
```

Mulliken atomic charge list, values in e, 4 entries: 2.27 -0.09 0.01 1.29


Entry 2:
Density functional theory data (ωB97M-V/def2-TZVPD) for the molecule C6H11N.

Calculated values
- orbital gap (eV) = 10.5
- SMILES string = [H]/N=C1/[C@H](C)C[C@@H]1C

Structure (ORCA input):
```
! RIJCOSX wB97M-V def2-TZVPD def2/J DEFGRID3
* xyz 0 1
N 1.30 -1.50 -0.87
C -0.28 -0.73 0.97
C 0.72 0.90 -0.10
C -1.36 -1.79 0.93
C 0.77 -0.62 -0.13
C 0.77 1.71 -1.38
C -0.63 0.74 0.62
H -1.46 0.77 -0.10
H -2.11 -1.59 1.71
H -0.95 -2.78 1.10
H 0.06 1.33 -2.13
H 1.91 -1.07 -1.57
H -0.86 1.43 1.44
H 0.24 -0.75 1.94
H 1.77 1.72 -1.84
H -1.87 -1.79 -0.03
H 0.49 2.75 -1.17
H 1.48 1.26 0.60
*
```

Mulliken atomic charge list, values in e, 4 entries: -0.73 0.49 0.52 -1.47


Entry 3:
Density functional theory data (ωB97M-V/def2-TZVPD) for a cluster of 2 separate species, C22H45OSi4 in total.

Calculated values
- orbital gap (eV) = 4.6

Structure (ORCA input):
```
! RIJCOSX wB97M-V def2-TZVPD def2/J DEFGRID3
* xyz 1 1
Si 1.35 0.10 2.86
Si 0.50 2.98 0.56
Si -0.18 0.85 1.26
Si -2.12 1.30 2.54
O -0.26 -0.28 -0.12
C 3.17 -2.44 -3.85
C -1.83 2.51 3.96
C -2.78 -0.29 3.32
C 3.63 0.59 -5.99
C 5.58 0.29 -4.63
C 5.42 2.37 -6.02
C 3.07 -0.59 -5.51
C 2.24 -3.41 -4.44
C 0.67 -1.49 -1.94
C 1.75 -1.02 -6.06
C -0.84 3.67 -0.56
C 0.79 -0.60 -0.92
C 3.75 -1.34 -4.49
C 4.86 1.07 -5.54
C 0.81 4.19 1.96
C -3.47 2.04 1.46
C 5.95 -1.72 -3.22
C 1.66 1.30 4.27
C 0.69 -1.51 3.58
C 2.10 2.75 -0.41
C 5.08 -0.89 -4.12
C 2.97 -0.21 1.96
H 1.52 -2.01 4.09
H 6.58 0.62 -4.30
H 1.57 3.85 2.66
H 0.31 -2.18 2.79
H 1.37 -0.24 -6.74
H 2.00 2.00 -1.21
H -1.11 2.15 4.70
H 0.77 1.48 4.89
H -3.79 -0.09 3.72
H 6.37 2.23 -6.54
H 1.83 -1.94 -6.65
H 1.57 -1.69 -2.50
H 2.39 -4.39 -3.97
H -1.71 4.03 0.00
H 2.94 2.45 0.24
H -2.88 -1.09 2.57
H 0.99 -1.16 -5.29
H -3.26 3.07 1.16
H 3.64 -0.72 2.66
H 1.18 -3.16 -4.30
H 4.72 2.87 -6.71
H 5.61 3.05 -5.18
H -2.16 -0.66 4.14
H -0.28 -1.98 -2.16
H -0.12 -1.34 4.31
H 2.42 -3.56 -5.52
H -3.63 1.44 0.55
H -0.10 4.43 2.52
H -4.41 2.04 2.02
H 6.91 -1.20 -3.10
H 2.83 -0.85 1.08
H 3.60 -2.75 -2.89
H 2.43 0.85 4.91
H 3.45 0.73 1.63
H 1.16 5.12 1.49
H -1.51 3.50 3.62
H 1.74 -0.11 -0.69
H 2.04 2.27 3.93
H 5.51 -1.86 -2.22
H -2.79 2.65 4.48
H 6.16 -2.71 -3.64
H -1.19 2.92 -1.28
H 3.07 1.17 -6.72
H 2.34 3.72 -0.87
H -0.41 4.51 -1.12
*
```

Mulliken atomic charge list, values in e, 4 entries: 0.41 0.39 0.39 0.30